Molecular formula: CH6N2O2SSi
Method: DFT, wB97M-V/def2-TZVPD

**Charge**: 0
**Spin multiplicity**: 1
**Highest occupied orbital energy**: -9.3 eV
**ΔE to the lowest compared entry with this formula, charge and spin**: 2.8216 eV

Bonds (Å) are listed after each position.
CARTESIAN COORDINATES (ANGSTROEM)
1 C -1.24157 0.34015 0.26508  N3 1.307, S7 2.047, H12 1.119
2 N 0.56423 0.12440 -1.38612  Si6 1.738, H8 1.036, H9 1.043
3 N -2.47625 0.28539 -0.15996  C1 1.307, H10 1.027
4 O 0.82992 -1.56645 0.50700  Si6 1.565, S7 1.663
5 O -0.20180 -0.55853 2.46379  S7 1.419
6 Si 1.44916 -0.19552 0.07451  N2 1.738, O4 1.565, S7 2.633, H11 1.342, H13 1.485
7 S -0.59691 -1.29376 1.31616  C1 2.047, O4 1.663, O5 1.419, Si6 2.633
8 H 0.45446 0.99392 -1.93869  N2 1.036
9 H 0.59629 -0.58143 -2.15336  N2 1.043
10 H -2.62547 1.16937 -0.66120  N3 1.027
11 H 1.14141 0.54537 1.15013  Si6 1.342
12 H -0.77112 1.33915 0.44760  C1 1.119
13 H 2.87765 -0.60207 0.07505  Si6 1.485

natural (NBO) atomic charge list, values in e, 8 entries:
1 C -0.074
2 N -1.288
3 N -0.653
4 O -1.054
5 O -0.939
6 Si 1.570
7 S 1.522
8 H 0.405